Record 1
Formula: C9H14F2O2S
Source: the Open Molecules 2025 dataset
Level of theory: the ωB97M-V functional and the def2-TZVPD basis

Geometry as XYZ:
```
28
Properties=species:S:1:pos:R:3:forces:R:3
O -3.20828 -0.10857 -2.34129 0.3 0.7 0.7
S -2.58985 0.10779 -0.77872 -0.9 -1.0 -1.7
O -1.34531 -0.91934 -0.83657 -0.3 0.3 1.0
C -0.07943 -0.44812 -1.33186 1.0 -0.1 0.4
C 0.28711 1.02237 -0.97697 -5.3 1.2 -3.2
C 1.46223 0.94768 -0.15930 3.0 0.6 2.1
C 2.64357 0.68072 -1.08853 0.9 1.0 -2.0
C 2.37548 -0.83120 -1.32077 0.2 -0.8 -1.9
C 1.05699 -1.18386 -0.60717 1.2 0.9 0.7
C 1.38540 -0.33556 0.66759 -3.0 -1.1 1.7
H -3.77127 -0.88968 -2.42345 0.1 0.0 0.5
H -0.09063 -0.69790 -2.38604 0.2 0.2 -0.3
H -0.69547 1.53345 -0.58662 2.0 -1.1 0.2
H 0.33499 1.67780 -1.93127 0.6 -1.2 1.3
H 1.49273 1.81716 0.42201 0.7 1.4 1.0
H 3.74384 0.92472 -0.77022 -2.3 -0.5 -0.2
H 2.43556 1.29768 -2.06347 0.8 -1.2 1.7
H 2.40201 -1.17595 -2.37066 -0.3 0.6 0.1
H 3.16001 -1.42385 -0.91592 0.7 -0.4 0.8
H 0.92992 -2.22137 -0.39727 -0.3 -0.8 -0.2
H 2.23618 -0.77198 1.33657 -1.2 1.2 -1.6
H 0.44080 -0.30544 1.36230 1.6 0.0 -1.1
C -2.65810 0.04083 2.56089 1.1 -1.5 1.1
C -2.27663 0.39266 3.79039 0.0 -0.5 -0.4
F -1.57795 -0.28286 4.70947 -0.2 -0.9 -1.1
F -2.53247 1.51290 4.38413 -0.6 1.8 0.0
H -2.41356 -0.98092 2.24480 0.0 0.5 0.2
H -3.14786 0.62083 1.80795 -0.3 0.6 0.4
```
Forces are in eV/Å.

The value obtained for the LUMO energy is 0.484 eV. The HOMO-LUMO gap is 9.38 eV. The charge is 0. The calculation puts the HOMO energy at -8.90 eV. The SMILES is OSO[C@H]1C[C@@H]2CC[C@H]1C2.C=C(F)F.



Record 2
Formula: C9H14IO5PSr
Source: the Open Molecules 2025 dataset
Level of theory: the ωB97M-V functional and the def2-TZVPD basis

Geometry as XYZ:
```
31
Properties=species:S:1:pos:R:3:forces:R:3
C -1.17138 -1.24203 2.25755 0.0 -0.9 1.2
C -1.18660 -1.52616 0.65501 -0.9 -1.0 0.8
C -1.45732 -0.25809 -0.32910 -0.8 0.7 -1.0
C -2.58896 0.82959 0.25162 0.0 -1.5 1.1
C -0.17297 0.54052 -0.91116 0.4 -0.8 -1.1
O -0.21084 2.04253 -0.84649 2.3 -0.2 -1.8
C 1.11029 2.35065 -1.49022 3.2 5.5 -2.8
O 1.44790 3.55784 -2.02219 -3.1 -9.1 4.0
O 2.03508 1.16979 -1.42249 -4.3 4.0 0.7
C 1.34651 0.35832 -0.35726 0.9 -0.9 -2.2
C 2.15330 -1.05934 -0.48359 -0.6 -0.7 1.5
C 1.74144 -2.02063 -1.73119 -2.5 1.4 -5.4
O 1.11452 -1.69313 -2.85913 3.6 -1.3 7.5
I 2.36066 -4.15651 -1.57265 -0.4 1.8 0.1
P 1.89943 1.38981 1.20453 1.2 -3.3 4.9
O 1.81778 0.57529 2.55270 -0.4 2.3 -4.1
H -0.10140 -1.17654 2.75056 -2.1 0.1 -1.4
H -1.77668 -0.31829 2.63386 1.1 -1.6 -0.9
H -1.68334 -2.19172 2.77018 1.1 2.1 -1.1
H -2.09159 -2.28446 0.46391 2.0 1.8 0.3
H -0.22098 -2.16225 0.40596 -2.0 1.7 0.0
H -2.00828 -0.71995 -1.28653 1.4 0.9 1.9
H -2.78202 1.72264 -0.49382 1.4 -3.0 3.9
H -3.59334 0.20071 0.39966 2.0 1.6 -0.3
H -2.27951 1.30908 1.27349 -0.6 -0.8 -2.1
H -0.21533 0.40817 -2.09791 0.7 -0.6 2.6
H 3.32175 -0.85905 -0.47607 -2.5 -0.4 -0.3
H 1.93971 -1.68058 0.51323 0.5 1.3 -2.2
H 1.26706 2.68280 1.27411 0.2 -0.7 -0.6
H 3.32325 1.65859 0.96108 -1.4 -0.1 -0.5
Sr -3.33816 2.55241 -1.98765 -0.4 1.5 -2.6
```
Forces are in eV/Å.

The value obtained for the LUMO energy is -9.778 eV. The HOMO-LUMO gap is 4.60 eV. The charge is +2. The calculation puts the HOMO energy at -14.37 eV.



Record 3
Formula: C9H14IrOPS5Sb
Source: the Open Molecules 2025 dataset
Level of theory: the ωB97M-V functional and the def2-TZVPD basis

Geometry as XYZ:
```
32
Properties=species:S:1:pos:R:3:forces:R:3
Ir -0.25812 1.37217 1.61641 -0.2 -1.1 -0.5
S 2.26019 1.73900 6.01932 -0.9 -0.8 -1.4
Sb 1.07996 0.41999 4.46065 2.0 1.2 3.7
S -0.88811 1.53321 3.75834 -1.1 0.8 -0.5
S 1.82948 0.80528 2.25779 0.2 0.4 -1.5
S 0.92554 -1.69190 5.08771 -0.4 -0.9 -0.4
C 0.95610 -2.49629 1.28634 0.1 0.0 0.0
P -0.40168 -1.83215 0.35368 0.5 -0.6 0.1
C 0.06398 -1.82270 -1.37005 0.0 0.2 -0.2
C -1.78846 -2.93659 0.53188 -0.2 0.0 0.1
O -0.79462 -0.44272 0.81559 -0.2 0.3 0.1
H 1.21180 -3.49613 0.93113 0.0 0.0 0.0
H 0.69120 -2.53015 2.34667 0.0 0.0 0.1
H 1.81701 -1.83470 1.18829 0.0 -0.1 0.0
H 0.31775 -2.82517 -1.71514 0.0 0.0 0.0
H 0.92467 -1.16502 -1.50091 0.0 0.0 0.0
H -0.76237 -1.43107 -1.96484 0.0 0.0 0.0
H -1.54895 -3.92724 0.14497 0.0 0.0 0.0
H -2.64444 -2.53031 -0.00735 0.0 0.0 0.0
H -2.04370 -3.01197 1.58929 0.0 0.0 0.0
S -1.23674 3.08527 0.64341 0.4 0.4 0.5
C -0.55756 2.66047 -0.94359 0.0 0.1 -0.2
C 0.73571 2.15384 -1.07772 0.0 0.0 0.2
C 1.22589 1.80551 -2.32971 -0.1 0.0 -0.1
C 0.43876 1.97796 -3.45748 0.1 0.0 0.0
C -0.84272 2.50106 -3.32952 0.0 0.0 0.1
C -1.34174 2.83706 -2.08230 -0.1 -0.1 0.0
H 1.37791 2.06382 -0.20666 0.1 0.1 -0.1
H 2.23410 1.42196 -2.42198 0.0 0.0 0.0
H 0.82414 1.71911 -4.43472 0.0 0.0 0.0
H -1.46107 2.64332 -4.20638 0.0 0.0 0.0
H -2.34391 3.23508 -1.98311 0.0 0.0 0.0
```
Forces are in eV/Å.

The value obtained for the LUMO energy (spin up / spin down) is -2.684 / -2.555 eV. The expectation value of S² is 0.80. The HOMO-LUMO gap (spin up / spin down) is 4.54 / 4.66 eV. As for the spin multiplicity: 2. The charge is 0. The calculation puts the HOMO energy (spin up / spin down) at -7.22 / -7.21 eV.



Record 4
Formula: C9H14LuN2PS
Source: the Open Molecules 2025 dataset
Level of theory: the ωB97M-V functional and the def2-TZVPD basis

Geometry as XYZ:
```
28
Properties=species:S:1:pos:R:3:forces:R:3
C 1.38769 1.42576 -0.43196 0.2 -0.1 -0.2
C 2.19502 0.54642 0.35897 0.1 0.0 -0.4
C 2.32331 -0.67807 -0.35000 0.7 0.5 -1.0
C 1.65612 -0.53774 -1.62224 0.8 -0.1 0.4
C 1.04625 0.74300 -1.65252 0.4 0.4 0.0
Lu -0.02686 -0.49029 0.13154 -1.8 -0.3 0.7
P -1.92961 1.59906 0.41072 0.0 0.1 0.2
H 1.07711 2.43825 -0.15980 0.2 -0.4 -0.1
H 2.72134 0.77285 1.28463 -0.5 0.0 -0.2
H 2.90013 -1.54003 -0.01751 -0.2 0.3 -0.1
H 0.46983 1.14015 -2.48077 0.2 0.0 0.2
H 1.72965 -1.23512 -2.46512 -0.3 0.2 0.6
H -2.48363 2.27256 -0.72563 0.1 -0.1 0.3
H -1.52335 2.79594 1.09602 -0.3 -0.2 -0.1
H -3.17376 1.41180 1.12366 0.6 0.1 -0.4
C -2.42059 -1.71410 1.09015 -0.7 -1.0 -0.1
N -2.30606 -3.17851 1.12274 0.2 0.2 -0.5
C -3.19978 -4.13480 1.61083 0.6 -0.1 -0.1
C -2.64090 -5.35424 1.37932 0.1 0.9 0.0
N -1.42681 -5.12247 0.74817 0.2 0.0 -0.3
C -1.24035 -3.79622 0.53975 -0.6 0.4 0.0
S -0.13816 -3.03521 -0.52499 0.3 -0.7 0.4
H -1.60855 -1.28416 1.73235 -0.1 0.1 0.2
H -2.31117 -1.37236 0.02806 -0.3 -0.1 0.4
H -3.41422 -1.42895 1.47848 0.6 0.0 -0.2
H -4.13570 -3.84236 2.06072 0.2 -0.1 0.0
H -2.96778 -6.34528 1.59926 -0.2 -0.2 0.1
H -0.75687 -5.81474 0.42672 -0.4 0.3 0.1
```
Forces are in eV/Å.

The value obtained for the LUMO energy (spin up / spin down) is 0.325 / 0.305 eV. The HOMO-LUMO gap (spin up / spin down) is 4.15 / 4.24 eV. The charge is 0. The calculation puts the HOMO energy (spin up / spin down) at -3.82 / -3.93 eV.



Record 5
Formula: C9H14N2O5
Source: the Open Molecules 2025 dataset
Level of theory: the ωB97M-V functional and the def2-TZVPD basis

Geometry as XYZ:
```
30
Properties=species:S:1:pos:R:3:forces:R:3
O -2.72296 -0.61827 1.16742 -1.2 -0.9 -0.4
C -3.01602 -0.92418 0.03422 -2.5 0.1 0.1
O -4.18677 -1.64070 -0.24631 2.4 0.4 -3.2
C -2.33074 -0.28414 -1.12237 3.9 -0.8 -1.5
C -0.84507 0.25336 -0.62809 -1.4 -0.9 -0.6
N -0.24728 -0.55964 0.47437 -1.8 0.5 -3.0
C 1.00626 -0.19371 0.81646 -2.0 -0.4 1.4
O 1.37394 -0.38445 1.93236 1.0 -0.8 1.9
C 1.83848 0.41578 -0.20779 1.3 0.7 -1.5
C 2.13563 -0.61371 -1.31147 -0.8 -1.1 0.0
C 3.16428 -1.54872 -0.65598 0.7 1.7 1.2
C 4.01236 -0.45077 0.06197 2.2 -0.7 1.9
N 3.09776 0.64092 0.39231 0.8 -2.6 -0.8
C -1.01798 1.70892 -0.25160 1.9 1.5 -1.6
O -0.52130 2.65811 -0.86321 -0.9 -1.9 0.8
O -1.66945 1.86246 0.84366 -1.8 0.9 1.7
H -4.14665 -1.76680 -1.30451 -0.5 0.2 3.6
H -2.92567 0.53210 -1.49231 -0.3 0.5 0.1
H -2.06782 -0.88750 -2.08003 -0.9 0.3 1.9
H -0.16260 0.29836 -1.47629 -0.4 -0.5 -0.1
H -0.82787 -1.20420 0.99821 0.6 0.7 0.3
H 1.51430 1.37534 -0.61170 -0.7 -0.3 0.0
H 1.34260 -1.26185 -1.62376 -1.2 -0.1 0.2
H 2.33594 -0.09029 -2.23148 1.2 0.1 -0.2
H 2.72886 -2.30588 0.05656 0.2 0.9 -0.8
H 3.85139 -2.01544 -1.33056 0.0 -0.6 -0.6
H 4.57594 -0.84812 1.03265 -1.2 0.7 -1.9
H 4.83881 -0.21149 -0.66599 -0.7 0.3 0.6
H 3.32422 1.56189 0.54865 1.2 1.9 0.2
H -2.20566 1.06076 1.03036 0.6 0.1 0.5
```
Forces are in eV/Å.

The value obtained for the LUMO energy is -0.198 eV. The HOMO-LUMO gap is 8.03 eV. The charge is 0. The calculation puts the HOMO energy at -8.23 eV. The SMILES is O=C(O)C[C@H](NC(=O)[C@@H]1CCCN1)C(=O)O.



Record 6
Formula: C9H14N2PPd
Source: the Open Molecules 2025 dataset
Level of theory: the ωB97M-V functional and the def2-TZVPD basis

Geometry as XYZ:
```
27
Properties=species:S:1:pos:R:3:forces:R:3
C 0.45980 0.01390 -2.22930 -0.6 -0.7 -1.0
C -0.82350 -0.70160 -2.17450 1.0 0.6 -0.5
C -0.62860 -1.86310 -1.42560 1.1 -0.4 0.2
C 0.77900 -1.88940 -1.00230 -0.3 -0.8 -1.2
C 1.46760 -0.79700 -1.61810 -0.7 -0.2 0.2
Pd 0.00000 0.00000 0.00000 -0.2 1.4 0.3
P -0.52400 2.17100 0.40110 0.0 -0.6 -0.1
H 0.63970 0.93300 -2.79140 -0.1 -0.3 0.2
H -1.76010 -0.35570 -2.61430 0.4 -0.1 0.2
H -1.38250 -2.60680 -1.16310 0.3 0.3 0.0
H 2.53530 -0.58320 -1.56430 -0.4 -0.1 0.0
H 1.24980 -2.70370 -0.44670 -0.2 0.4 -0.2
H -1.49130 2.42660 1.40250 0.1 0.4 -0.3
H -1.04800 2.93810 -0.66940 0.1 0.3 0.3
H 0.52670 3.01790 0.83230 -0.4 0.4 0.0
C -0.50670 1.13330 3.58290 0.3 -1.5 -0.2
C -0.62000 -0.28140 3.11080 0.8 4.3 -0.8
N -0.39800 -0.78540 1.85890 -0.1 -0.6 0.7
C -0.49620 -2.12350 2.01710 -0.4 -0.7 1.0
C -0.80990 -2.41230 3.32200 0.4 -3.5 -1.5
N -0.88890 -1.25990 3.99800 -1.2 0.3 4.1
H -1.50100 1.52480 3.88210 0.2 0.5 0.0
H 0.15620 1.14580 4.47360 -0.2 0.1 0.4
H 0.00730 1.78910 2.87890 -0.3 -0.1 -0.1
H -0.37600 -2.85450 1.23470 0.0 0.2 -0.1
H -0.96140 -3.39350 3.75140 -0.1 0.2 0.1
H -1.08530 -1.15160 5.01820 0.4 0.0 -1.9
```
Forces are in eV/Å.

The value obtained for the LUMO energy (spin up / spin down) is 3.859 / 3.710 eV. The expectation value of S² is 2.01. The HOMO-LUMO gap (spin up / spin down) is 2.67 / 6.86 eV. As for the spin multiplicity: 3. The charge is -1. The calculation puts the HOMO energy (spin up / spin down) at 1.19 / -3.15 eV.



Record 7
Formula: C9H14N2PSTl
Source: the Open Molecules 2025 dataset
Level of theory: the ωB97M-V functional and the def2-TZVPD basis

Geometry as XYZ:
```
28
Properties=species:S:1:pos:R:3:forces:R:3
C 0.66234 1.10843 -2.02041 0.2 -0.6 0.4
C 1.68387 1.39137 -1.05895 -0.3 -0.7 0.1
C 2.34243 0.15234 -0.73884 -0.5 0.0 -0.8
C 1.75906 -0.87521 -1.54341 -0.2 0.8 0.2
C 0.69801 -0.29968 -2.30189 0.4 0.5 0.4
Tl -0.15217 0.09107 0.94220 2.4 0.6 -0.5
P -2.68210 0.53231 0.22286 -0.9 0.0 -0.8
H 0.02793 1.84477 -2.52209 0.2 -0.3 0.2
H 1.96451 2.38162 -0.69292 -0.1 -0.4 -0.1
H 3.19090 0.01840 -0.06693 -0.2 0.1 -0.2
H 0.08957 -0.82071 -3.04421 0.2 0.2 0.3
H 2.12629 -1.89928 -1.61832 -0.3 0.3 0.2
H -3.39691 -0.26046 -0.76318 -0.3 0.9 0.8
H -2.88900 1.95109 -0.00884 -0.5 -1.1 0.1
H -3.26989 0.26218 1.51630 -0.3 0.3 -1.0
C -1.26291 -2.06858 3.36744 0.4 -0.1 0.2
N 0.15099 -1.76857 3.56021 -0.1 -0.6 -0.2
C 0.76060 -1.47293 4.77085 0.5 0.4 -0.3
C 2.08583 -1.31138 4.50902 -0.4 0.1 0.4
N 2.25390 -1.53981 3.15114 0.7 -0.7 -0.7
C 1.08948 -1.99841 2.58312 -0.1 0.2 1.0
S 0.76119 -2.76523 1.13291 0.3 0.1 0.1
H -1.72939 -1.35986 2.67941 0.1 0.0 0.1
H -1.34854 -3.06165 2.92760 -0.1 0.0 0.1
H -1.75531 -1.99140 4.33558 0.0 -0.1 -0.1
H 0.17662 -1.41108 5.67996 0.3 0.1 -0.2
H 2.92119 -1.07635 5.16810 -0.4 0.0 -0.4
H 3.15885 -1.51828 2.65304 -1.1 -0.2 0.5
```
Forces are in eV/Å.

The value obtained for the LUMO energy is 0.028 eV. The HOMO-LUMO gap is 6.27 eV. The charge is 0. The calculation puts the HOMO energy at -6.24 eV.



Record 8
Formula: C9H14N3O3
Source: the Open Molecules 2025 dataset
Level of theory: the ωB97M-V functional and the def2-TZVPD basis

Geometry as XYZ:
```
29
Properties=species:S:1:pos:R:3:forces:R:3
C 0.52543 2.17945 1.05132 1.8 0.0 4.4
C -0.04932 1.42110 0.00313 -0.5 0.3 -2.2
N -1.12733 0.80001 0.12883 -1.0 -2.5 0.5
C -1.73220 -0.34992 0.18976 -0.1 2.6 -0.1
C -0.77790 -1.55138 0.40522 -1.0 -0.5 0.4
O -1.21881 -2.66871 0.33084 1.1 1.1 0.2
C 0.62483 -0.97665 0.88093 -0.5 -0.5 -0.1
O 0.70846 -0.68450 2.04707 0.2 -0.3 -0.1
N 1.49070 -0.68632 -0.11914 0.5 -0.8 0.2
C 2.89806 -0.47517 0.09619 1.6 3.2 1.9
C 1.24217 -1.19090 -1.44588 -1.5 -2.0 1.1
N -3.07331 -0.33830 0.07314 0.3 -2.2 0.1
C -3.92600 -1.54179 0.20234 -0.7 1.6 1.5
C -3.71929 0.86936 -0.12299 0.2 1.4 1.0
O -4.87614 0.99228 -0.34135 -0.6 -0.1 -0.4
H 0.04684 1.95571 2.12327 1.0 0.2 -2.5
H 0.37354 3.24060 0.90881 0.2 0.4 -0.4
H 1.66253 1.95171 1.12827 -1.9 0.6 -0.2
H 0.23587 1.50497 -1.05716 0.7 0.2 0.4
H 3.61862 -1.25018 0.14607 -0.2 -1.9 -0.7
H 3.28763 0.23111 -0.65677 -0.3 -0.2 0.2
H 3.18654 -0.01807 1.09670 -1.2 -0.1 -1.0
H 1.60841 -0.58342 -2.20629 -0.7 2.1 -1.4
H 1.92670 -1.95511 -1.62800 1.2 -2.1 0.1
H 0.25599 -1.73055 -1.49187 0.8 1.2 -0.7
H -4.00862 -1.81227 1.25068 0.8 -0.4 0.2
H -4.96101 -1.15666 0.10216 0.6 -0.7 -1.3
H -3.46886 -2.28896 -0.39011 -0.6 -1.0 -0.7
H -3.04347 1.68877 0.14165 -0.2 0.4 -0.5
```
Forces are in eV/Å.

The value obtained for the LUMO energy is -5.082 eV. The HOMO-LUMO gap is 8.95 eV. The charge is +1. The calculation puts the HOMO energy at -14.03 eV. The SMILES is C/C=N/C(C(=O)C(=O)N(C)C)=[N+](/C)C=O.



Quick rundown of maximum force, same order as above: 6.25, 10.37, 4.36, 1.94, 4.27, 4.42, 2.55, 4.71 eV Å⁻¹
Quick rundown of calculated total energy, same order as above: -29921.9135, -37997.7536, -84449.9427, -66281.1202, -22776.2887, -25305.2381, -37354.5582, -20162.8631 eV